A molecular structure, C3H9Cl2N2O5Sn at a distorted geometry, computed with ωB97M-V with the def2-TZVPD basis set.

```
22
Properties=species:S:1:pos:R:3:nbo_charge:R:1
Sn -1.54716 2.01077 0.73961 1.59
O -1.15836 -0.10906 0.65624 -1.21
H -0.34777 -0.34873 0.16631 0.45
C 1.03552 -0.04400 2.18082 -0.49
N -0.21227 0.47039 2.84452 0.54
O -0.89964 -0.26991 3.63522 -0.25
O -0.52304 1.66867 2.66661 -0.54
H 1.80993 0.08616 2.93676 0.26
H 1.21165 0.60994 1.32674 0.19
H 1.04359 -1.11137 1.96001 0.25
C -1.92547 -0.62683 -1.94181 -0.49
N -1.04820 0.55588 -1.85671 0.56
O -1.45279 1.60645 -1.37379 -0.51
O 0.18814 0.43163 -2.14423 -0.34
H -1.69691 -1.18005 -1.03086 0.29
H -1.66806 -1.24583 -2.80126 0.26
H -2.93863 -0.23132 -2.01388 0.25
C 2.02463 -0.60581 -1.13254 -0.38
Cl 2.33601 0.09579 -2.74600 0.05
Cl 2.30059 0.53459 0.25917 0.04
H 0.94634 -0.72251 -1.24096 0.21
H 2.52189 -1.57484 -1.08997 0.26
```

For the orbital gap, the calculation gives 7.9 eV. Its net charge is +1. The calculation puts the electronic energy at -47333.4911 eV. For the energy above the lowest of the compared OMol25 structures with the same formula, charge and spin, the calculation gives 15.6 kcal per mole.

A molecular structure, C5H5O2 at a distorted geometry, computed with ωB97M-V with the def2-TZVPD basis set.

```
12
Properties=species:S:1:pos:R:3:nbo_charge:R:1
C 1.25513 0.39631 0.52961 -0.31
C 0.88897 -0.85912 0.05104 -0.02
C 0.43220 1.47881 0.32056 0.29
C -0.44455 -1.19487 -0.04287 0.00
C -1.37108 0.13089 -0.34417 0.45
O -1.44318 -0.62395 0.75435 -0.40
O -0.76046 1.32630 -0.33190 -0.38
H 2.33003 0.72564 0.76027 0.29
H 1.46952 -1.69758 -0.35653 0.28
H 0.91071 2.37865 0.54810 0.25
H -0.87904 -2.02301 -0.63950 0.25
H -2.38824 -0.03808 -1.24897 0.29
```

For the orbital gap, the calculation gives 9.6 eV. Its net charge is +1. The calculation puts the electronic energy at -9349.4675 eV. For the energy above the lowest of the compared OMol25 structures with the same formula, charge and spin, the calculation gives 37.5 kcal per mole.

A molecular structure, C25H31N6O4S2W at a distorted geometry, computed with ωB97M-V with the def2-TZVPD basis set.

```
69
Properties=species:S:1:pos:R:3:nbo_charge:R:1
W 0.64754 -0.10345 0.06241 1.65
C 0.44215 1.63575 3.01368 -0.25
C 1.35203 0.48434 3.39608 -0.25
N 1.81517 -0.35965 2.26626 -0.62
C 3.26013 -0.05876 2.03013 -0.27
C 3.56279 0.91257 0.93132 -0.24
N 2.33512 1.42399 0.22063 -0.66
C 2.03187 2.87578 0.58133 -0.23
C 0.52489 2.94562 0.90034 -0.24
N 0.00519 1.70428 1.56828 -0.62
H -0.42237 1.66576 3.66806 0.25
H 0.94954 2.58766 3.14658 0.22
H 2.27205 0.86915 3.82840 0.22
H 0.96359 -0.28215 4.08549 0.26
H 1.63752 -1.31662 2.60290 0.44
H 3.80466 0.15014 2.98446 0.24
H 3.77824 -1.00955 1.80146 0.24
H 4.10672 1.79715 1.31412 0.24
H 4.20190 0.42760 0.17550 0.24
H 2.64213 1.51948 -0.74372 0.42
H 2.68417 3.18659 1.45584 0.24
H 2.28496 3.52343 -0.26431 0.25
H 0.46004 3.78520 1.59653 0.24
H 0.00116 3.14063 -0.02630 0.22
H -1.00037 1.70775 1.49558 0.42
O -2.09707 3.67437 -5.36955 -0.72
C -0.70043 3.40388 -5.09854 -0.12
C -0.39640 2.52448 -3.93177 0.15
C 0.93850 2.19170 -3.68248 -0.25
C 1.19493 1.25291 -2.76847 0.08
N 0.25761 0.99706 -1.73573 -0.58
C -1.08738 1.41567 -1.91970 0.15
C -1.40537 2.06788 -3.05199 -0.20
C -2.02262 0.75729 -1.11586 0.25
C -3.36402 0.74535 -1.44982 -0.22
C -4.30642 0.36346 -0.49810 0.14
C -5.77529 0.42783 -0.83728 -0.12
O -5.76875 0.31163 -2.29624 -0.74
C -3.77221 -0.02121 0.78548 -0.21
C -2.44683 -0.18752 1.01616 0.03
N -1.52871 0.14288 -0.00264 -0.56
H -2.15494 4.40067 -6.05862 0.51
H -0.22338 4.34237 -5.04982 0.23
H -0.33880 2.76271 -5.92690 0.22
H 1.81821 2.52717 -4.23863 0.27
H 2.18338 0.68025 -2.72477 0.24
H -2.43490 2.31909 -3.18254 0.27
H -3.66240 0.89582 -2.45873 0.28
H -6.19934 1.43489 -0.55723 0.23
H -6.33975 -0.36882 -0.30629 0.23
H -6.67512 0.24738 -2.66287 0.51
H -4.31371 -0.27161 1.63426 0.26
H -2.04752 -0.55025 1.97274 0.24
O -0.15363 -2.34969 3.40760 -0.91
S -0.41379 -3.04893 2.16934 2.29
O -1.77050 -3.44113 1.99040 -0.83
N 0.16338 -2.01229 0.87348 -0.86
C 0.98425 -2.68049 0.03179 0.19
S 1.98256 -1.73199 -0.97630 0.09
C 1.19566 -4.10768 0.42585 -0.14
C 1.94126 -5.12830 -0.20186 -0.12
C 2.35729 -6.21388 0.59959 -0.14
C 1.92896 -6.33054 1.90600 -0.15
C 1.04734 -5.48204 2.50586 -0.14
C 0.77190 -4.28727 1.76462 -0.32
H 2.31105 -4.98140 -1.18915 0.25
H 2.94286 -7.05220 0.14703 0.27
H 2.37508 -7.10879 2.48642 0.26
H 0.66425 -5.74342 3.48422 0.27
```

For the orbital gap (spin up / spin down), the calculation gives 6.8 / 7.3 eV. As for the multiplicity: 3. Its net charge is +3. Its expectation value of S² is 2.022. The calculation puts the electronic energy at -67027.4954 eV.

A molecular structure, C22H58O9Zr at a distorted geometry, computed with ωB97M-V with the def2-TZVPD basis set.

```
90
Properties=species:S:1:pos:R:3:lowdin_charge:R:1
Zr 5.42798 7.27778 13.51653 2.01
C 2.05816 9.91943 14.56371 -0.06
C 2.28225 8.42161 14.49846 -0.55
C 1.25317 7.69552 13.64998 -0.05
O 3.59366 8.17065 14.04805 -0.42
H 2.14972 10.35339 13.56723 0.06
H 2.80314 10.40094 15.19662 0.07
H 1.05916 10.05351 14.98474 0.08
H 2.20882 7.96864 15.49511 0.13
H 1.27859 6.63204 13.88903 0.08
H 1.43011 7.84479 12.58178 0.07
H 0.23338 8.03752 13.84023 0.08
C 8.62653 5.39698 11.76888 -0.06
C 8.79985 6.27238 13.02069 -0.54
C 9.83210 7.34274 12.72002 -0.08
O 7.55646 6.85023 13.32897 -0.42
H 9.62455 5.05576 11.48054 0.07
H 8.20220 5.98769 10.95916 0.08
H 8.00563 4.52984 11.98599 0.07
H 9.06277 5.66767 13.89234 0.13
H 10.76460 6.84174 12.42924 0.07
H 10.14711 8.06435 13.47617 0.07
H 9.55885 7.92410 11.83391 0.08
C 4.52101 4.82470 10.34891 -0.06
C 4.43150 6.34601 10.29420 -0.57
C 3.05465 6.77946 9.75084 -0.04
O 4.82962 6.95341 11.45700 -0.35
H 4.45105 4.39613 9.34500 0.07
H 3.73560 4.43612 10.99979 0.06
H 5.49822 4.48748 10.70348 0.07
H 5.09698 6.63326 9.45780 0.12
H 3.02880 7.86339 9.66694 0.06
H 2.27454 6.31628 10.35966 0.08
H 2.98032 6.34081 8.75524 0.05
C 4.10725 3.24807 13.55832 -0.07
C 4.71816 3.98439 14.70919 -0.56
C 5.91968 3.25592 15.29747 -0.07
O 5.09231 5.30526 14.38994 -0.41
H 4.80309 3.27230 12.71307 0.07
H 3.17697 3.66011 13.16458 0.07
H 3.94880 2.20134 13.82775 0.08
H 4.03439 4.10261 15.56344 0.13
H 6.57289 2.74535 14.57640 0.07
H 5.56459 2.41606 15.90583 0.08
H 6.57376 3.93047 15.84421 0.07
C 6.40928 0.66926 9.13684 -0.08
C 6.19476 1.35593 7.81607 -0.29
O 5.09535 0.82628 7.04881 -0.10
H 6.74856 -0.36773 9.09111 0.08
H 5.47412 0.63310 9.70247 0.07
H 7.18369 1.18935 9.70008 0.08
H 7.11334 1.23670 7.22628 0.11
H 6.01576 2.43367 7.90565 0.11
H 5.22328 1.13748 6.14774 0.10
C 4.72738 8.04180 5.69211 -0.09
C 3.81094 6.92017 6.11344 -0.31
O 3.60757 6.10208 4.94382 -0.09
H 5.74004 7.69851 5.45564 0.07
H 4.81109 8.80495 6.46645 0.07
H 4.48376 8.47957 4.71967 0.08
H 2.87286 7.21992 6.57872 0.10
H 4.37152 6.26525 6.79095 0.10
H 2.91001 5.46313 5.12136 0.08
C 6.56793 11.51490 13.69592 -0.06
C 7.01582 10.16433 13.14640 -0.25
O 5.87495 9.33712 12.75868 -0.22
H 5.76745 11.30363 14.40409 0.08
H 6.16267 12.13279 12.89297 0.08
H 7.42697 11.98515 14.16636 0.08
H 7.47917 9.63305 13.98158 0.11
H 7.75761 10.20696 12.35104 0.13
H 5.61489 9.75432 11.92477 0.13
C 1.84508 0.78821 9.38892 -0.08
C 2.63674 2.07830 9.20182 -0.33
O 2.85813 2.33282 7.81075 -0.11
H 1.55274 0.69771 10.43957 0.07
H 2.41049 -0.09306 9.09234 0.07
H 0.92135 0.91794 8.82667 0.07
H 3.60184 2.10923 9.71223 0.09
H 1.99683 2.88048 9.57281 0.11
H 3.57330 1.72043 7.54230 0.03
C 0.94507 11.67181 10.53277 -0.10
C 2.02178 10.66777 10.24504 -0.32
O 3.04954 11.33114 9.47659 -0.09
H 0.55488 12.14724 9.63104 0.07
H 1.33493 12.45957 11.18138 0.08
H 0.07804 11.28724 11.08162 0.08
H 1.66878 9.76024 9.74729 0.10
H 2.50605 10.33462 11.16576 0.09
H 2.72441 11.35528 8.57008 0.08
```

For the orbital gap, the calculation gives 8.7 eV. Its net charge is 0. The calculation puts the electronic energy at -43463.6920 eV. For the energy above the lowest of the compared OMol25 structures with the same formula, charge and spin, the calculation gives 21.5 kcal per mole.

The highest net charge belongs to which entry? C25H31N6O4S2W